Entry from OMol25: 2 unconnected molecules or ions with the total composition C3H7ClNP at a distorted geometry (wB97M-V/def2-TZVPD).

The maximum force is 5.322 eV/Å. The frontier orbital gap (alpha / beta) comes out at 7.173 / 8.320 eV. As for the net charge: 0. Its highest occupied orbital energy (alpha / beta) is -7.8 / -8.8 eV. For the energy above the lowest of the compared OMol25 structures with the same formula, charge and spin, the calculation gives 105.6 kcal/mol. Its LUMO energy (alpha / beta) is -0.0231 / -0.0178 Eh.

Cartesian coordinates (Å):
Cl (0.441, -2.082, -0.060)
P (-1.923, 0.172, -0.508)
N (0.266, -0.630, 0.746)
C (1.319, 0.242, 0.465)
C (1.584, 0.448, -1.031)
C (-3.052, -0.003, 0.632)
H (-4.085, 0.091, 0.518)
H (-2.715, -0.447, 1.481)
H (2.226, -0.274, 0.921)
H (1.944, 1.346, -1.335)
H (2.218, -0.305, -1.415)
H (1.329, 1.173, 1.084)
H (0.450, 0.268, -1.499)



Entry from OMol25: 9 unconnected molecules or ions with the total composition C23H68NO11P2 (wB97M-V/def2-TZVPD).

The maximum force is 0.796 eV/Å. The frontier orbital gap comes out at 5.791 eV. As for the net charge: -1. Its highest occupied orbital energy is -4.0 eV. Its LUMO energy is 0.0661 Eh.

Cartesian coordinates (Å):
P (-1.475, 4.303, -2.948)
P (-2.141, 2.105, -2.883)
O (1.441, 3.312, 1.203)
O (-0.454, -8.266, -1.337)
O (5.614, 5.254, 6.908)
O (-2.919, 2.443, -1.376)
O (-2.420, 5.346, -2.446)
O (-1.217, -3.737, 1.931)
O (-0.686, 1.670, -2.000)
O (-6.004, 3.759, -3.715)
O (5.422, 4.222, 3.940)
O (1.662, 0.152, -1.570)
O (-2.595, -5.319, -2.869)
N (-5.040, -2.809, -3.182)
C (2.789, -0.184, -2.352)
C (5.505, 4.377, 8.029)
C (-3.344, -5.767, -1.740)
C (-2.421, -0.525, -0.039)
C (-5.525, 5.097, -3.555)
C (-2.015, 2.522, -0.316)
C (0.854, -10.327, -1.185)
C (-2.511, -5.776, -0.475)
C (-2.883, -1.259, -1.308)
C (-1.043, 0.130, -0.113)
C (-0.883, 1.555, -0.599)
C (4.095, 4.325, 8.584)
C (3.885, 3.224, 1.236)
C (0.553, -4.860, 3.190)
C (3.701, 1.006, -2.601)
C (6.727, 4.535, 3.481)
C (2.604, 2.933, 0.474)
C (7.761, 3.521, 3.940)
C (-6.095, 6.011, -4.630)
C (-0.517, -9.678, -1.159)
C (-4.284, -0.868, -1.762)
C (-4.657, -1.390, -3.139)
C (0.116, -4.226, 1.881)
H (-1.575, 3.528, -0.271)
H (-2.124, -4.777, -0.276)
H (3.783, 5.309, 8.940)
H (-2.512, 2.369, 0.643)
H (-5.769, 5.685, -5.622)
H (5.446, 4.225, 4.904)
H (-3.105, -6.090, 0.386)
H (-3.340, 2.508, -3.563)
H (-5.858, 5.413, -2.568)
H (4.579, 0.718, -3.185)
H (3.886, 2.717, 2.199)
H (1.114, 0.817, -2.026)
H (0.126, -4.964, 1.080)
H (-0.246, 4.399, -2.230)
H (-1.407, 1.923, -4.126)
H (-1.268, -3.062, 2.615)
H (0.533, -4.127, 4.000)
H (6.663, 4.548, 2.393)
H (0.021, 1.950, -0.135)
H (3.321, -0.959, -1.796)
H (-0.393, -0.490, -0.728)
H (-1.855, -5.923, -2.979)
H (1.479, 4.261, 1.358)
H (0.781, -11.402, -1.017)
H (1.492, -9.895, -0.414)
H (-0.120, -5.675, 3.459)
H (2.612, 3.438, -0.499)
H (-5.004, -1.258, -1.036)
H (0.802, -3.419, 1.602)
H (1.340, -10.167, -2.150)
H (4.036, 1.430, -1.653)
H (-5.761, 7.041, -4.486)
H (5.809, 3.396, 7.663)
H (-1.053, 4.547, -4.288)
H (-3.761, -6.760, -1.946)
H (-1.663, -6.455, -0.581)
H (-0.046, -8.094, -2.192)
H (-0.994, -9.827, -0.192)
H (-0.622, 0.105, 0.894)
H (2.471, -0.618, -3.308)
H (-4.227, -3.384, -3.001)
H (-5.675, 3.431, -4.557)
H (-2.178, -1.061, -2.114)
H (-2.381, -1.253, 0.773)
H (-2.883, -2.331, -1.100)
H (-4.173, -5.068, -1.640)
H (8.752, 3.766, 3.553)
H (7.488, 2.523, 3.597)
H (-5.497, -0.809, -3.521)
H (2.492, 1.865, 0.288)
H (6.213, 4.678, 8.808)
H (-1.163, -10.123, -1.924)
H (5.362, 6.138, 7.192)
H (-4.368, 0.222, -1.750)
H (-4.434, 5.123, -3.555)
H (-2.555, 0.729, -2.900)
H (4.031, 3.627, 9.420)
H (-7.187, 5.991, -4.617)
H (3.168, 1.787, -3.146)
H (7.013, 5.539, 3.815)
H (3.394, 4.010, 7.812)
H (-3.833, -1.242, -3.835)
H (4.758, 2.896, 0.666)
H (7.816, 3.501, 5.031)
H (-5.721, -2.975, -2.451)
H (1.568, -5.254, 3.116)
H (-3.184, 0.204, 0.241)
H (3.988, 4.293, 1.435)



Entry from OMol25: a molecular structure, C28H19BiCl5N3O7S3 (wB97M-V/def2-TZVPD).

The maximum force is 0.592 eV/Å. The frontier orbital gap comes out at 6.709 eV. As for the net charge: -2. Its highest occupied orbital energy is -2.8 eV. For the energy above the lowest of the compared OMol25 structures with the same formula, charge and spin, the calculation gives 9.3 kcal/mol. Its LUMO energy is 0.1433 Eh.

Cartesian coordinates (Å):
Bi (-1.524, -0.492, -0.258)
Cl (3.123, -4.295, -0.081)
Cl (1.590, -1.674, 0.490)
Cl (-0.942, -6.039, -3.165)
Cl (-2.486, -3.402, -2.653)
Cl (1.866, -6.489, -1.906)
S (-2.537, -2.738, 1.360)
S (-3.956, 0.825, -0.936)
S (-5.805, 0.419, -3.252)
O (-1.970, 1.216, 1.588)
O (-2.205, -4.073, 0.899)
O (-1.283, -1.916, 1.619)
O (-3.130, -1.914, 0.173)
O (-1.477, 1.997, 3.641)
O (0.533, 1.419, 0.730)
O (-3.444, -2.697, 2.482)
N (-3.290, -0.203, -3.385)
N (0.692, 0.192, -2.416)
N (-1.999, -0.224, -2.911)
C (2.571, -1.395, 4.103)
C (1.455, 4.856, 3.952)
C (1.011, -5.009, -1.614)
C (-0.373, -2.567, -1.168)
C (0.444, -0.434, 3.498)
C (1.088, 0.655, 2.922)
C (-5.623, 2.126, -3.837)
C (0.827, 3.118, 2.397)
C (1.569, -4.027, -0.807)
C (1.460, 5.311, 1.600)
C (-1.210, 1.641, 2.490)
C (0.301, -0.487, -3.500)
C (1.036, 3.559, 3.703)
C (-0.906, -3.586, -1.948)
C (2.564, -0.913, -4.147)
C (2.971, -0.198, -3.033)
C (2.483, 0.706, 2.943)
C (0.860, -2.844, -0.603)
C (1.208, -1.050, -4.393)
C (0.326, 1.707, 2.124)
C (1.042, 4.007, 1.351)
C (-1.140, -0.580, -3.776)
C (3.224, -0.309, 3.531)
C (-0.241, -4.792, -2.182)
C (-4.151, 0.276, -2.522)
C (1.186, -1.454, 4.081)
C (1.670, 5.742, 2.900)
C (1.994, 0.336, -2.203)
H (4.306, -0.256, 3.536)
H (1.027, 0.594, 0.673)
H (1.620, 5.991, 0.771)
H (-6.604, 2.473, -4.161)
H (4.019, -0.059, -2.803)
H (-1.466, -0.929, -4.755)
H (-5.276, 2.746, -3.011)
H (1.607, 5.183, 4.974)
H (0.670, -2.310, 4.497)
H (0.843, -1.602, -5.250)
H (-4.920, 2.173, -4.667)
H (0.848, 2.877, 4.521)
H (2.986, 1.556, 2.494)
H (-0.634, -0.514, 3.458)
H (2.270, 0.905, -1.322)
H (1.994, 6.757, 3.097)
H (3.290, -1.355, -4.817)
H (3.144, -2.202, 4.545)
H (0.874, 3.666, 0.339)